# 1
Below is a cluster of 12 separate species, C37H79Br4F2N5O19S2 in total in a non-equilibrium geometry, with properties calculated with wB97M-V/def2-TZVPD.

- Strongest force on any atom: 7.3 eV Å⁻¹
- Orbital gap: 1.26 eV
- Net charge: -2
- E_HOMO: 0.28 eV

Geometry (Å):
1 C 0.825 -3.213 0.064
2 C 0.575 -1.640 0.033
3 N -0.845 -1.187 -0.339
4 C -1.558 -2.179 -1.171
5 C -1.720 -0.845 0.852
6 C -1.821 -1.883 1.955
7 C -0.781 0.110 -1.261
8 C -0.299 1.388 -0.582
9 O 0.868 1.281 0.171
10 C 1.421 2.466 0.838
11 H 0.580 -3.671 -0.895
12 H 0.167 -3.687 0.792
13 H 1.837 -3.551 0.284
14 H 1.208 -1.167 -0.718
15 H 0.725 -1.161 1.000
16 H -1.137 -2.528 -2.113
17 H -2.545 -1.807 -1.445
18 H -1.735 -3.094 -0.606
19 H -2.720 -0.518 0.568
20 H -1.290 0.040 1.322
21 H -2.280 -2.816 1.630
22 H -2.380 -1.516 2.816
23 H -0.808 -2.101 2.292
24 H -1.786 0.310 -1.632
25 H -0.069 -0.151 -2.043
26 H -1.157 1.774 -0.032
27 H -0.165 2.156 -1.344
28 H 2.506 2.366 0.808
29 H 1.226 2.484 1.910
30 H 1.135 3.356 0.278
31 C 4.660 -3.763 -6.534
32 C 4.049 -3.379 -7.653
33 C 4.676 -3.242 -9.004
34 O 3.898 -2.920 -9.993
35 C 5.973 -3.681 -9.193
36 C 6.771 -4.149 -8.044
37 C 6.157 -4.047 -6.571
38 O 6.934 -4.214 -5.614
39 O 7.881 -4.646 -8.153
40 O 2.719 -3.230 -7.422
41 H 4.232 -3.890 -5.550
42 H 6.350 -3.553 -10.197
43 N -2.688 0.115 -10.130
44 S -3.659 0.649 -9.035
45 O -4.960 1.103 -9.399
46 O -2.988 1.345 -7.921
47 F -3.991 -0.835 -8.438
48 S -2.694 1.667 -10.900
49 O -2.130 2.783 -10.158
50 O -3.672 1.957 -11.959
51 F -1.449 1.304 -11.850
52 C 0.883 6.622 -6.308
53 N -0.591 6.910 -6.198
54 O -1.186 7.418 -7.130
55 O -1.164 6.481 -5.217
56 H 1.217 6.661 -5.271
57 H 1.378 7.412 -6.874
58 H 0.909 5.612 -6.716
59 C 5.280 -9.846 -2.560
60 N 6.246 -10.690 -1.919
61 O 6.175 -11.923 -2.148
62 O 6.778 -10.234 -0.905
63 H 4.397 -10.466 -2.715
64 H 5.774 -9.475 -3.457
65 H 4.890 -9.098 -1.869
66 C 1.267 -9.455 6.492
67 N 0.629 -8.976 5.240
68 O 0.100 -7.916 5.336
69 O 0.694 -9.699 4.264
70 H 2.199 -9.929 6.184
71 H 0.524 -10.154 6.879
72 H 1.349 -8.642 7.213
73 Br -2.058 -9.213 -4.028
74 C -1.825 -8.696 -5.920
75 C -2.750 -9.572 -6.773
76 Br -4.583 -8.951 -6.459
77 H -0.774 -8.871 -6.152
78 H -2.010 -7.631 -6.061
79 H -2.641 -10.639 -6.580
80 H -2.608 -9.338 -7.828
81 Br 8.130 -5.571 2.605
82 C 10.032 -5.742 1.912
83 C 10.919 -4.581 2.207
84 Br 10.405 -2.953 1.099
85 H 9.833 -5.935 0.858
86 H 10.411 -6.647 2.388
87 H 11.882 -4.893 1.803
88 H 11.129 -4.294 3.237
89 C -6.724 5.053 4.707
90 C -7.818 6.111 4.680
91 O -9.127 5.479 4.441
92 C -10.108 6.491 4.673
93 C -11.483 5.817 4.601
94 H -6.915 4.288 3.955
95 H -5.779 5.571 4.541
96 H -6.581 4.566 5.672
97 H -7.814 6.880 5.452
98 H -7.631 6.764 3.828
99 H -9.954 6.862 5.687
100 H -10.067 7.328 3.977
101 H -11.755 5.429 5.582
102 H -11.490 4.971 3.914
103 H -12.359 6.406 4.330
104 C -8.804 -6.481 -0.092
105 C -7.633 -5.662 0.437
106 O -7.858 -4.232 0.069
107 C -8.991 -3.706 0.757
108 C -9.482 -2.401 0.118
109 H -9.083 -6.235 -1.117
110 H -8.513 -7.519 -0.253
111 H -9.725 -6.449 0.491
112 H -7.587 -5.849 1.510
113 H -6.729 -5.934 -0.108
114 H -9.840 -4.380 0.862
115 H -8.713 -3.386 1.761
116 H -9.143 -2.473 -0.916
117 H -8.993 -1.520 0.535
118 H -10.552 -2.204 0.187
119 C 0.900 8.759 6.248
120 C 1.128 9.720 5.050
121 O -0.071 10.240 4.529
122 C -0.750 11.161 5.338
123 C -2.210 11.288 4.787
124 H 0.486 9.269 7.118
125 H 0.206 8.006 5.875
126 H 1.873 8.349 6.521
127 H 1.847 10.485 5.341
128 H 1.654 9.300 4.193
129 H -0.782 10.834 6.377
130 H -0.318 12.159 5.399
131 H -2.245 11.973 3.940
132 H -2.885 11.747 5.509
133 H -2.642 10.318 4.542
134 C 8.673 3.402 5.106
135 C 9.668 4.591 5.246
136 O 8.874 5.725 5.298
137 C 9.591 6.932 5.239
138 C 8.397 7.821 4.896
139 H 8.116 3.134 6.004
140 H 7.903 3.567 4.351
141 H 9.211 2.470 4.936
142 H 10.164 4.515 6.213
143 H 10.390 4.638 4.430
144 H 10.104 7.138 6.177
145 H 10.334 6.967 4.442
146 H 7.642 7.378 4.246
147 H 8.746 8.666 4.303
148 H 7.959 8.385 5.720

---

# 2
Below is the ion C4H8NS with charge +1 in a non-equilibrium geometry, with properties calculated with wB97M-V/def2-TZVPD.

- Strongest force on any atom: 6.5 eV Å⁻¹
- Orbital gap: 8.21 eV
- Net charge: +1
- E_HOMO: -12.36 eV
- SMILES: [NH3+]/C=C/C=C\S

Geometry (Å):
1 N -0.407 -2.258 -1.083
2 C -0.111 -1.624 0.187
3 C 0.063 -0.241 0.159
4 C 0.377 0.833 1.182
5 C 0.296 2.136 0.890
6 S 0.202 2.794 -0.769
7 H -0.181 -1.688 -1.804
8 H -1.461 -2.274 -1.417
9 H -0.158 -3.227 -0.940
10 H -0.226 -2.203 1.013
11 H -0.246 0.444 -0.675
12 H 0.407 0.506 2.286
13 H 0.551 2.782 1.605
14 H 0.895 4.020 -0.632

---

# 3
Below is a structure of composition C2H16ClMgO6 in a non-equilibrium geometry, with properties calculated with wB97M-V/def2-TZVPD.

- Strongest force on any atom: 1.5 eV Å⁻¹
- Orbital gap: 4.97 eV
- Net charge: +1
- E_HOMO: -12.43 eV

Geometry (Å):
1 Mg 0.263 3.679 -0.052
2 Cl 0.391 1.393 0.008
3 O 0.710 -2.207 -0.202
4 H 1.619 -2.202 0.133
5 H 0.438 -1.319 -0.421
6 O 0.625 -0.789 2.902
7 H 0.147 -0.406 2.157
8 H 0.838 -0.062 3.496
9 O 3.522 -1.559 0.391
10 H 3.244 -0.642 0.488
11 H 4.386 -1.603 0.816
12 O -0.244 3.960 1.859
13 H -0.258 3.079 2.285
14 H -0.271 4.625 2.566
15 O 3.049 1.064 -2.569
16 H 2.399 1.210 -1.875
17 H 3.181 1.909 -3.011
18 C -2.944 -1.450 -0.162
19 C -2.651 -1.275 -1.649
20 O -2.498 0.107 -2.050
21 H -2.357 -0.723 0.411
22 H -2.687 -2.453 0.174
23 H -3.989 -1.245 0.067
24 H -3.455 -1.689 -2.252
25 H -1.743 -1.829 -1.911
26 H -1.714 0.428 -1.599

---

# 4
Below is a cluster of 2 separate species, C2H11N2O in total in a non-equilibrium geometry, with properties calculated with wB97M-V/def2-TZVPD.

- Strongest force on any atom: 1.2 eV Å⁻¹
- Orbital gap: 11.29 eV
- Net charge: +1
- E_HOMO: -14.35 eV

Geometry (Å):
1 N -1.042 0.693 0.368
2 C -0.380 -0.579 0.878
3 C 1.098 -0.199 1.165
4 N 1.599 0.581 0.048
5 H -1.431 0.507 -0.575
6 H -0.184 1.280 0.188
7 H -1.762 1.049 0.983
8 H -0.467 -1.281 0.053
9 H -0.919 -1.023 1.704
10 H 1.767 -1.011 1.475
11 H 1.118 0.411 2.075
12 H 2.509 0.979 0.289
13 H 1.708 0.033 -0.798
14 H -1.645 0.093 -2.909
15 H -0.718 -1.086 -2.722
16 O -1.253 -0.448 -2.224

---

# 5
Below is a structure of composition C5H9HgO3 in a non-equilibrium geometry, with properties calculated with wB97M-V/def2-TZVPD.

- ⟨S²⟩: 0.7833
- Strongest force on any atom: 6.2 eV Å⁻¹
- Orbital gap (alpha / beta): 7.14 / 5.33 eV
- Multiplicity: 2
- Net charge: 0
- E_HOMO (alpha / beta): -6.37 / -5.97 eV

Geometry (Å):
1 O 0.828 3.279 0.038
2 C 0.464 3.653 1.108
3 C 0.355 1.418 1.872
4 O -0.535 0.671 0.993
5 C -0.459 -0.731 1.107
6 C -0.672 -1.314 -0.271
7 O 0.331 -0.784 -1.122
8 C 0.169 -1.125 -2.482
9 Hg 1.087 1.129 -0.402
10 H 1.246 1.671 2.472
11 H -0.242 1.375 2.806
12 H -1.225 -1.116 1.799
13 H 0.526 -1.046 1.494
14 H -1.667 -1.027 -0.653
15 H -0.609 -2.414 -0.242
16 H 1.080 -0.824 -3.013
17 H 0.023 -2.211 -2.592
18 H -0.701 -0.602 -2.913

---

# 6
Below is the ion C22H28F3N2O3 with charge +1, with properties calculated with wB97M-V/def2-TZVPD.

- Strongest force on any atom: 1.0 eV Å⁻¹
- Orbital gap: 8.25 eV
- Net charge: +1
- E_HOMO: -10.89 eV
- SMILES: COc1cc(C[NH+]2CCN(Cc3ccccc3C(F)(F)F)CC2)cc(OC)c1OC

Geometry (Å):
1 C -3.310 -2.597 1.608
2 O -3.312 -1.226 1.286
3 C -2.551 -0.791 0.258
4 C -1.666 -1.579 -0.462
5 C -0.922 -1.023 -1.498
6 C 0.063 -1.869 -2.252
7 N 1.431 -1.837 -1.622
8 C 1.430 -2.390 -0.247
9 C 2.859 -2.363 0.327
10 N 3.458 -1.058 0.307
11 C 3.273 -0.183 1.451
12 C 1.869 0.336 1.716
13 C 1.030 -0.471 2.487
14 C -0.264 -0.105 2.804
15 C -0.767 1.103 2.353
16 C 0.040 1.927 1.594
17 C 1.350 1.562 1.281
18 C 2.086 2.579 0.444
19 F 1.750 3.829 0.757
20 F 1.767 2.431 -0.876
21 F 3.422 2.526 0.481
22 C 3.414 -0.490 -1.011
23 C 1.998 -0.469 -1.606
24 C -1.068 0.321 -1.806
25 C -1.938 1.138 -1.087
26 O -2.067 2.471 -1.320
27 C -1.409 3.052 -2.425
28 C -2.703 0.581 -0.048
29 O -3.576 1.226 0.755
30 C -4.174 2.449 0.368
31 H -2.326 -2.930 1.954
32 H -3.628 -3.211 0.761
33 H -4.030 -2.706 2.417
34 H -1.578 -2.630 -0.243
35 H -0.264 -2.910 -2.273
36 H 0.169 -1.510 -3.278
37 H 2.054 -2.424 -2.189
38 H 0.762 -1.774 0.358
39 H 1.054 -3.414 -0.275
40 H 2.841 -2.745 1.347
41 H 3.492 -3.034 -0.267
42 H 3.582 -0.757 2.329
43 H 3.984 0.633 1.341
44 H 1.422 -1.402 2.870
45 H -0.874 -0.751 3.415
46 H -1.773 1.402 2.598
47 H -0.338 2.877 1.250
48 H 3.810 0.524 -0.990
49 H 4.068 -1.086 -1.661
50 H 1.331 0.145 -1.003
51 H 2.024 -0.075 -2.623
52 H -0.502 0.744 -2.619
53 H -1.725 4.093 -2.430
54 H -0.322 3.008 -2.315
55 H -1.709 2.580 -3.365
56 H -4.974 2.609 1.089
57 H -4.597 2.388 -0.636
58 H -3.467 3.279 0.415

---

# 7
Below is a structure of composition CH31MnO18 in a non-equilibrium geometry, with properties calculated with wB97M-V/def2-TZVPD.

- ⟨S²⟩: 8.7521
- Strongest force on any atom: 2.8 eV Å⁻¹
- Orbital gap (alpha / beta): 10.47 / 10.07 eV
- Multiplicity: 6
- Net charge: +1
- E_HOMO (alpha / beta): -14.01 / -14.04 eV

Geometry (Å):
1 Mn 2.320 -0.072 1.076
2 C 0.103 -0.271 -0.260
3 O 0.740 0.796 -0.222
4 O -1.114 -0.372 -0.858
5 O 0.529 -1.233 0.368
6 H -1.363 0.488 -1.191
7 O -0.435 -3.453 2.551
8 H -0.058 -3.667 1.730
9 H -1.235 -3.134 2.172
10 O 0.345 3.027 -2.025
11 H -0.121 2.739 -1.227
12 H 0.086 3.941 -1.946
13 O 1.214 1.431 2.245
14 H 0.462 1.029 2.683
15 H 1.778 1.643 3.008
16 O -0.923 -0.085 3.060
17 H -1.478 -0.446 2.391
18 H -1.384 -0.150 3.869
19 O -4.146 0.795 0.735
20 H -4.979 1.254 0.482
21 H -3.499 0.958 0.079
22 O -1.388 1.821 -3.691
23 H -0.925 1.629 -4.554
24 H -0.737 2.355 -3.263
25 O 1.600 -1.397 2.935
26 H 0.949 -2.068 2.834
27 H 1.274 -1.075 3.756
28 O 3.127 -0.368 -0.879
29 H 3.965 -0.448 -1.292
30 H 2.493 -0.685 -1.567
31 O -1.074 2.818 0.957
32 H -0.231 2.375 0.913
33 H -1.628 2.149 0.514
34 O 0.573 -3.668 0.041
35 H 0.703 -3.817 -0.880
36 H 0.518 -2.692 0.167
37 O 2.633 1.744 -2.803
38 H 1.914 2.159 -2.274
39 H 2.967 1.112 -2.193
40 O -2.589 -1.450 1.424
41 H -3.378 -0.987 1.294
42 H -2.076 -1.253 0.639
43 O -2.724 1.950 -1.412
44 H -2.990 2.837 -1.259
45 H -2.473 1.921 -2.370
46 O 3.141 -2.227 1.090
47 H 3.377 -2.507 0.207
48 H 2.612 -2.881 1.575
49 O 1.453 -1.135 -2.829
50 H 1.430 -0.428 -3.473
51 H 0.631 -1.022 -2.342